(1)
An isolated molecule of C4H5NO. Source: OMol25; level of theory: wB97M-V/def2-TZVPD.

Properties
Kohn-Sham gap ... 10.65 eV
Highest occupied orbital energy ... -9.739 eV
Total charge ... 0
Relative energy (zero: lowest compared OMol25 entry of this formula, charge and spin) ... 2.560 eV
E ... -7763.96622 eV
SMILES ... O=C1CN2C[C@@H]12

Geometry as XYZ:
```
11
C4H5NO | OMol25 | wB97M-V/def2-TZVPD
O 0.13 0.72 2.34
C 0.07 0.21 1.25
C 1.14 -0.31 0.32
N 0.46 0.50 -0.74
C -0.69 -0.28 -1.11
C -0.87 0.48 0.14
H 2.16 0.00 0.55
H 1.10 -1.39 0.14
H -0.63 -1.36 -1.16
H -1.20 0.20 -1.95
H -1.66 1.23 0.23
```

=====

(2)
A cluster of 7 separate species, C14H28Br14 in total in a non-equilibrium geometry. Source: OMol25; level of theory: wB97M-V/def2-TZVPD.

Properties
Kohn-Sham gap (alpha / beta) ... 2.26 / 7.68 eV
Highest occupied orbital energy (alpha / beta) ... -0.569 / -5.997 eV
Spin multiplicity ... 2
Expectation value of S² ... 0.7548
Total charge ... -1
Relative energy (zero: lowest compared OMol25 entry of this formula, charge and spin) ... 0.697 eV
E ... -995566.30201 eV

Geometry as XYZ:
```
56
C14H28Br14 | OMol25 | wB97M-V/def2-TZVPD
Br -0.92 -4.88 -1.09
C -2.46 -3.66 -1.44
C -3.14 -4.10 -2.79
Br -4.69 -2.93 -3.23
H -2.12 -2.63 -1.35
H -3.18 -3.71 -0.62
H -3.59 -5.09 -2.73
H -2.37 -4.14 -3.56
Br -1.80 4.19 -1.81
C -0.98 5.67 -0.77
C -2.03 6.65 -0.38
Br -1.27 8.03 0.83
H -0.15 6.10 -1.34
H -0.58 5.23 0.14
H -2.70 6.19 0.34
H -2.65 7.02 -1.20
Br -0.26 -0.97 0.00
C 0.30 0.61 1.08
C -0.65 1.75 0.66
Br -0.67 3.13 2.09
H 1.28 0.95 0.76
H 0.05 0.38 2.12
H -1.64 1.31 0.62
H -0.37 2.19 -0.30
Br -0.74 -4.53 4.02
C -0.97 -2.58 3.88
C -2.29 -2.22 3.19
Br -2.99 -0.48 3.75
H -0.11 -2.32 3.27
H -0.61 -2.07 4.77
H -3.09 -2.96 3.23
H -2.04 -1.99 2.15
Br 4.23 -1.77 -0.44
C 3.02 -0.63 -1.50
C 3.89 0.02 -2.59
Br 4.95 -1.38 -3.64
H 2.41 0.08 -0.93
H 2.37 -1.37 -1.98
H 4.65 0.74 -2.30
H 3.22 0.54 -3.28
Br 0.17 -1.13 -3.60
C -1.60 -0.33 -3.19
C -2.01 0.72 -4.30
Br -3.84 1.33 -4.05
H -1.71 0.01 -2.16
H -2.28 -1.13 -3.49
H -2.04 0.33 -5.32
H -1.42 1.64 -4.26
Br 2.07 -1.14 3.45
C 4.10 -1.34 3.66
C 4.70 -0.27 4.64
Br 6.45 0.46 3.82
H 4.62 -1.13 2.73
H 4.44 -2.30 4.06
H 4.99 -0.66 5.61
H 4.04 0.59 4.75
```

=====

(3)
A cluster of 2 separate species, C4H12NO2 in total in a non-equilibrium geometry. Source: OMol25; level of theory: wB97M-V/def2-TZVPD.

Properties
Kohn-Sham gap ... 6.53 eV
Highest occupied orbital energy ... -2.761 eV
Total charge ... -1
Relative energy (zero: lowest compared OMol25 entry of this formula, charge and spin) ... 1.425 eV
E ... -9926.79888 eV

Geometry as XYZ:
```
19
C4H12NO2 | OMol25 | wB97M-V/def2-TZVPD
C -1.54 1.27 2.05
N -1.18 2.28 1.08
C -0.13 1.82 0.13
O -0.45 0.71 -0.55
H -2.04 0.43 1.58
H -2.23 1.72 2.82
H -0.63 0.87 2.52
H -2.04 2.39 0.49
H 0.82 1.74 0.75
H 0.02 2.71 -0.50
C 1.34 -1.31 -1.23
O 1.96 -2.19 -2.23
C 0.34 -2.18 -0.55
H 2.14 -0.87 -0.57
H 0.74 -0.53 -1.73
H 2.54 -1.61 -2.74
H 0.81 -3.06 -0.15
H -0.23 -1.65 0.18
H -0.25 -2.56 -1.33
```

=====

(4)
A structure of composition C20H16F5N9O2S2V in a non-equilibrium geometry. Source: OMol25; level of theory: wB97M-V/def2-TZVPD.

Properties
Kohn-Sham gap ... 5.45 eV
Highest occupied orbital energy ... -16.878 eV
Total charge ... +3
Relative energy (zero: lowest compared OMol25 entry of this formula, charge and spin) ... 1.028 eV
E ... -99417.09650 eV

Geometry as XYZ:
```
55
C20H16F5N9O2S2V | OMol25 | wB97M-V/def2-TZVPD
V -0.28 -0.10 0.86
N -0.99 0.35 -2.90
N 0.04 -0.57 -3.18
C 1.01 -0.83 -2.32
N 2.01 -1.62 -2.68
N 0.91 -0.14 -1.10
N 1.88 -0.36 -0.20
O 2.78 -1.12 -0.20
O 1.61 0.38 0.86
H -1.81 0.04 -3.41
H -0.71 1.26 -3.26
H 0.07 -1.00 -4.10
H 2.07 -1.97 -3.62
H 2.74 -1.86 -2.03
S -0.08 -0.38 3.09
C 0.59 -1.84 2.47
N 1.66 -2.51 3.12
N 2.35 -1.81 3.90
C 3.37 -2.29 4.70
C 3.65 -3.67 4.77
C 4.67 -4.06 5.60
C 5.39 -3.10 6.33
C 5.10 -1.74 6.25
C 4.07 -1.32 5.43
N 0.15 -2.48 1.40
N -0.88 -1.84 0.77
C -1.87 -2.64 0.20
C -1.92 -4.01 0.48
C -2.96 -4.74 -0.06
C -3.92 -4.12 -0.85
C -3.86 -2.75 -1.12
C -2.83 -2.00 -0.60
H 2.14 -0.80 3.98
H 3.08 -4.38 4.19
H 4.92 -5.10 5.69
H 6.19 -3.43 6.98
H 5.67 -1.02 6.83
H 3.82 -0.27 5.35
H -1.18 -4.48 1.11
H -3.03 -5.80 0.14
H -4.74 -4.70 -1.26
H -4.62 -2.28 -1.73
H -2.75 -0.94 -0.81
F -6.22 2.82 3.23
C -5.16 2.49 2.55
C -3.91 2.51 3.18
F -3.81 2.85 4.44
C -2.79 2.15 2.46
F -1.60 2.18 3.08
C -2.88 1.78 1.12
S -1.50 1.47 0.06
C -4.14 1.76 0.52
F -4.25 1.40 -0.76
C -5.28 2.12 1.21
F -6.45 2.09 0.63
```

=====

- E of number 1 (C4H5NO)?
  -7763.96622 eV

=====

Copy entry 1 word for word.
An isolated molecule of C4H5NO. Source: OMol25; level of theory: wB97M-V/def2-TZVPD.

Properties
Kohn-Sham gap ... 10.65 eV
Highest occupied orbital energy ... -9.739 eV
Total charge ... 0
Relative energy (zero: lowest compared OMol25 entry of this formula, charge and spin) ... 2.560 eV
E ... -7763.96622 eV
SMILES ... O=C1CN2C[C@@H]12

Geometry as XYZ:
```
11
C4H5NO | OMol25 | wB97M-V/def2-TZVPD
O 0.13 0.72 2.34
C 0.07 0.21 1.25
C 1.14 -0.31 0.32
N 0.46 0.50 -0.74
C -0.69 -0.28 -1.11
C -0.87 0.48 0.14
H 2.16 0.00 0.55
H 1.10 -1.39 0.14
H -0.63 -1.36 -1.16
H -1.20 0.20 -1.95
H -1.66 1.23 0.23
```